[1]
A single C20H24N2O6S molecule. Source: the Open Molecules 2025 dataset; level of theory: wB97M-V/def2-TZVPD.

Cartesian coordinates (Å):
C1 -6.9058 -2.2154 0.2165
C2 -5.6031 -1.5321 0.5465
O1 -4.6794 -2.0957 1.1000
N1 -5.5658 -0.2243 0.1652
C3 -4.4064 0.5644 0.2241
C4 -4.0633 1.3638 -0.8647
C5 -2.8294 1.9801 -0.8927
C6 -1.9692 1.8231 0.1774
S1 -0.2524 2.2273 -0.0479
O2 -0.0861 3.3873 -0.8718
O3 0.4183 2.1749 1.2214
N2 0.1356 0.9129 -0.9954
C7 0.4389 -0.3496 -0.3429
C8 -0.3166 -1.5039 -1.0361
C9 -1.7816 -1.5374 -0.6538
O4 -2.6855 -1.2246 -1.3890
O5 -1.9658 -1.9721 0.5822
C10 1.9327 -0.5695 -0.3003
C11 2.6526 -0.1661 0.8144
C12 4.0306 -0.2844 0.8640
C13 4.7251 -0.8170 -0.2182
O6 6.0659 -1.0060 -0.2934
C14 6.9195 -0.5641 0.7551
C15 7.1245 0.9495 0.6915
C16 8.2389 -1.3066 0.5670
C17 4.0021 -1.2169 -1.3450
C18 2.6308 -1.0893 -1.3861
C19 -2.3472 1.1307 1.3091
C20 -3.5799 0.5056 1.3425
H1 -6.9564 -2.3910 -0.8568
H2 -7.7526 -1.6017 0.5135
H3 -6.9492 -3.1729 0.7274
H4 -6.2828 0.0897 -0.4738
H5 -4.7315 1.4390 -1.7091
H6 -2.4995 2.5513 -1.7448
H7 0.7291 1.1426 -1.7759
H8 0.0684 -0.2528 0.6817
H9 0.1365 -2.4446 -0.7215
H10 -0.2477 -1.3943 -2.1175
H11 -2.9280 -2.0138 0.8194
H12 2.1288 0.2702 1.6512
H13 4.5445 0.0439 1.7533
H14 6.4875 -0.8452 1.7264
H15 7.7687 1.2718 1.5051
H16 7.5894 1.2149 -0.2550
H17 6.1746 1.4733 0.7655
H18 8.6626 -1.0615 -0.4032
H19 8.0724 -2.3796 0.6101
H20 8.9410 -1.0234 1.3459
H21 4.5474 -1.6252 -2.1813
H22 2.1012 -1.4002 -2.2739
H23 -1.6613 1.0669 2.1388
H24 -3.8783 -0.0679 2.2049

Computed properties:
- SMILES string: CC(=O)Nc1ccc(S(=O)(=O)N[C@@H](CC(=O)O)c2ccc(OC(C)C)cc2)cc1
- Energy relative to the best compared isomer or geometry (same formula, charge and spin): 0.0 kJ/mol
- Multiplicity: 1

These are the Löwdin partial charges, in e, on atoms 1 to 4: 0.01 -0.49 0.05 0.13

=====

[2]
A single C20H24N2O6S2 molecule in a non-equilibrium geometry. Source: the Open Molecules 2025 dataset; level of theory: wB97M-V/def2-TZVPD.

Cartesian coordinates (Å):
C1 2.6038 -6.6627 1.6623
C2 1.8050 -5.5116 1.1360
C3 2.3534 -4.6161 0.2249
C4 1.6029 -3.5609 -0.2672
C5 0.2984 -3.4061 0.1563
S1 -0.6882 -2.0413 -0.4252
O1 0.0819 -1.2647 -1.3613
O2 -1.9760 -2.5058 -0.8427
N1 -0.9108 -1.2124 1.0266
C6 -2.1667 -0.4969 1.1611
C7 -2.1139 0.7964 0.3576
N2 -1.0145 1.6070 0.8425
S2 -1.0737 3.2168 0.3088
O3 -0.2580 4.0180 1.1689
O4 -2.4671 3.5495 0.2334
C8 -0.3814 3.1504 -1.3321
C9 -1.2177 2.8535 -2.3911
C10 -0.6780 2.7071 -3.6559
C11 0.6911 2.8504 -3.8637
C12 1.2681 2.6580 -5.2318
C13 1.5100 3.1539 -2.7810
C14 0.9791 3.3012 -1.5112
C15 0.2637 0.9449 0.6782
O5 1.3212 1.7175 1.1518
C16 1.2813 1.8823 2.5657
C17 1.2939 0.5155 3.2432
O6 0.2067 -0.2743 2.7954
C18 0.2272 -0.4268 1.4012
C19 -0.2699 -4.2828 1.0613
C20 0.4852 -5.3330 1.5474
H1 3.6535 -6.5643 1.4002
H2 2.2304 -7.5962 1.2424
H3 2.5139 -6.7278 2.7447
H4 3.3744 -4.7447 -0.1029
H5 2.0070 -2.8574 -0.9781
H6 -2.9466 -1.1566 0.7832
H7 -2.3139 -0.2886 2.2225
H8 -3.0191 1.3895 0.4827
H9 -1.9754 0.5440 -0.7061
H10 -2.2772 2.7613 -2.2112
H11 -1.3220 2.4756 -4.4913
H12 2.2518 3.1135 -5.3091
H13 1.3673 1.5928 -5.4408
H14 0.6171 3.0874 -5.9898
H15 2.5730 3.2711 -2.9327
H16 1.5941 3.5268 -0.6552
H17 0.4816 0.7574 -0.3880
H18 2.1720 2.4593 2.8136
H19 0.3845 2.4466 2.8383
H20 1.1682 0.6070 4.3224
H21 2.2380 -0.0039 3.0180
H22 1.1323 -0.9853 1.0970
H23 -1.2922 -4.1272 1.3640
H24 0.0527 -6.0254 2.2542

Computed properties:
- SMILES string: Cc1ccc(S(=O)(=O)N2CCN(S(=O)(=O)c3ccc(C)cc3)[C@H]3OCCO[C@H]32)cc1
- Energy relative to the best compared isomer or geometry (same formula, charge and spin): 250.0 kJ/mol
- Multiplicity: 1

These are the Löwdin partial charges, in e, on atoms 1 to 4: -0.05 -0.27 -0.03 -0.05

=====

[3]
A single C20H24N2O7S molecule. Source: the Open Molecules 2025 dataset; level of theory: wB97M-V/def2-TZVPD.

Cartesian coordinates (Å):
C1 2.9481 2.3715 -0.2975
O1 2.0258 1.3397 -0.5615
C2 0.8951 1.2584 0.1960
C3 0.5418 2.1480 1.1997
C4 -0.6350 1.9598 1.9098
C5 -1.4398 0.8792 1.6236
S1 -2.9533 0.6921 2.5532
O2 -2.7766 1.2801 3.8492
O3 -3.4166 -0.6629 2.4758
N1 -3.9652 1.7262 1.6798
C6 -4.4444 1.1396 0.4444
C7 -5.1872 2.2208 -0.3447
O4 -6.2397 2.7787 0.4044
C8 -5.7690 3.3285 1.6134
C9 -5.0631 2.2692 2.4590
C10 -1.1120 -0.0251 0.6293
C11 0.0523 0.1624 -0.0997
N2 0.4689 -0.6839 -1.1213
C12 -0.1635 -1.7594 -1.6518
O5 -1.2727 -2.1470 -1.3664
C13 0.6921 -2.4477 -2.7255
O6 2.0647 -2.1690 -2.6214
C14 2.7546 -2.6928 -1.5542
C15 2.2038 -3.4756 -0.5567
C16 3.0012 -3.9601 0.4718
C17 4.3448 -3.6573 0.5058
C18 4.9069 -2.8587 -0.4810
C19 4.1260 -2.3652 -1.5121
O7 4.5666 -1.5569 -2.5187
C20 5.9345 -1.2387 -2.5657
H1 2.5050 3.3574 -0.4656
H2 3.7636 2.2176 -1.0022
H3 3.3329 2.3112 0.7245
H4 1.1741 2.9878 1.4379
H5 -0.9271 2.6320 2.6992
H6 -5.1154 0.2947 0.6522
H7 -3.5848 0.7788 -0.1208
H8 -4.4730 3.0094 -0.6279
H9 -5.6416 1.7981 -1.2419
H10 -5.0683 4.1500 1.4022
H11 -6.6457 3.7171 2.1333
H12 -5.7778 1.4784 2.7287
H13 -4.6409 2.6973 3.3673
H14 -1.7474 -0.8746 0.4402
H15 1.3812 -0.4562 -1.5045
H16 0.4827 -3.5240 -2.7115
H17 0.3904 -2.0553 -3.7023
H18 1.1522 -3.7141 -0.5613
H19 2.5573 -4.5716 1.2414
H20 4.9694 -4.0332 1.3014
H21 5.9588 -2.6265 -0.4329
H22 6.5549 -2.1357 -2.6614
H23 6.2492 -0.6737 -1.6814
H24 6.0614 -0.6188 -3.4520

Computed properties:
- SMILES string: COc1ccc(S(=O)(=O)N2CCOCC2)cc1NC(=O)COc1ccccc1OC
- Energy relative to the best compared isomer or geometry (same formula, charge and spin): 108.8 kJ/mol
- Multiplicity: 1

These are the Löwdin partial charges, in e, on atoms 1 to 4: -0.07 -0.08 -0.19 0.00

=====

[4]
A molecular structure, C20H24N4O3 in a non-equilibrium geometry. Source: the Open Molecules 2025 dataset; level of theory: wB97M-V/def2-TZVPD.

Cartesian coordinates (Å):
C1 -3.6669 4.5527 -0.0537
C2 -2.1515 4.6969 -0.0224
C3 -1.5498 5.8681 -0.3303
C4 -0.0418 5.8475 -0.1748
C5 0.8480 4.7150 0.1043
C6 0.0327 3.4194 0.5005
C7 -1.3539 3.3113 0.5408
C8 -2.1444 2.1146 0.5440
H1 -2.8910 2.2720 1.3451
H2 -1.4574 1.3997 1.0282
H3 -2.8853 1.6666 -0.2574
N1 0.6839 2.2125 0.6295
C9 1.1436 1.2870 -0.0507
C10 1.6650 0.3982 0.7275
C11 2.0400 1.0728 1.8157
N2 1.3567 2.1587 2.0617
H4 2.6890 0.8193 2.8824
C12 2.2239 -0.9796 0.3233
N3 1.2972 -1.8793 0.7849
C13 1.7836 -3.2306 1.2847
O1 3.0575 -3.5830 0.9872
C14 0.6304 -4.2765 1.7956
N4 -0.1129 -4.6663 0.5636
C15 -0.9635 -3.9599 -0.0017
O2 -1.3824 -2.8143 -0.1005
O3 -1.2442 -4.4242 -1.3067
C16 -0.3459 -5.6997 -1.3440
H5 -0.1813 -5.7539 -2.4691
H6 -1.2361 -6.6316 -1.2199
C17 0.4906 -5.7202 -0.1574
H7 1.4294 -5.5927 -0.6498
H8 0.5082 -6.7014 0.2262
H9 0.0089 -3.5810 2.3449
H10 1.3255 -4.9817 2.2337
H11 0.4581 -1.8356 0.9343
C18 1.8036 -0.9871 -1.3303
H12 2.1989 -1.9874 -1.7985
H13 2.6769 -0.4024 -1.5175
C19 0.5873 -0.5133 -1.7202
H14 0.3647 -0.7832 -2.7483
H15 -0.1401 -0.9764 -1.0256
C20 0.3479 0.8369 -1.1990
H16 -0.5189 1.2230 -1.4839
H17 1.2132 1.5695 -2.0109
H18 3.2202 -1.2686 0.4005
H19 1.7499 4.8380 0.2981
H20 0.5203 6.8089 -0.2689
H21 -1.9000 6.7551 -0.4700
H22 -4.1349 4.3005 0.7036
H23 -4.0058 3.5965 -0.8141
H24 -4.0471 5.4894 -0.5344

Computed properties:
- Energy relative to the best compared isomer or geometry (same formula, charge and spin): 1896.5 kJ/mol
- Multiplicity: 1

These are the Löwdin partial charges, in e, on atoms 1 to 4: -0.05 -0.14 -0.04 -0.03

=====

[5]
A single C20H24N6O3 molecule in a non-equilibrium geometry. Source: the Open Molecules 2025 dataset; level of theory: wB97M-V/def2-TZVPD.

Cartesian coordinates (Å):
C1 -0.1945 -0.8133 -6.2998
N1 -0.8667 -1.0116 -4.9461
C2 -0.2908 -0.7381 -3.6940
O1 0.7655 -0.1832 -3.4535
C3 -1.1960 -1.0556 -2.4973
C4 -1.0519 -2.5581 -2.2989
C5 -2.2271 -3.2549 -1.6364
C6 -2.6578 -3.0873 -0.3606
N2 -3.7146 -3.9295 -0.1311
C7 -3.9701 -4.5260 -1.3867
N3 -3.1368 -4.0237 -2.2927
N4 -0.6531 -0.4475 -1.2539
C8 -1.2922 0.3464 -0.4138
O2 -2.4936 0.6340 -0.5180
C9 -0.4333 0.9336 0.7488
C10 -0.5970 0.3268 2.1327
C11 0.3484 0.9843 3.0454
C12 1.4645 0.2804 3.4848
N5 2.3062 1.0340 4.1723
C13 1.9133 2.3974 4.2376
C14 2.4327 3.4967 4.8663
C15 2.0053 4.8031 4.4350
C16 1.0374 4.8295 3.4597
C17 0.3655 3.6959 3.0222
C18 0.7947 2.4407 3.3957
N6 1.0403 0.8173 0.4903
C19 1.8144 -0.2700 0.2990
C20 3.1778 0.1070 -0.2734
O3 1.5067 -1.4145 0.4948
H1 0.5313 -1.5963 -6.4927
H2 -1.0066 -0.8400 -7.1113
H3 0.1569 0.1938 -6.3929
H4 -1.8005 -1.4286 -4.9572
H5 -2.2694 -0.8708 -2.7535
H6 -0.1848 -2.7820 -1.6606
H7 -0.8316 -2.9996 -3.3101
H8 -2.1486 -2.4517 0.3417
H9 -4.3707 -4.0123 0.6409
H10 -4.6977 -5.2440 -1.5931
H11 0.3178 -0.7422 -1.0522
H12 -0.7814 2.0006 0.7663
H13 -0.6851 -0.7417 2.2322
H14 -1.5748 0.6708 2.4488
H15 1.6122 -0.8280 3.3030
H16 3.2793 0.6485 4.2847
H17 3.4065 3.4588 5.3713
H18 2.4291 5.7623 4.8558
H19 0.7069 5.8098 3.0027
H20 -0.5352 3.8036 2.4798
H21 1.5510 1.6929 0.2622
H22 3.9031 -0.7432 -0.2936
H23 3.7735 0.9995 0.0918
H24 3.0217 0.4261 -1.2928

Computed properties:
- SMILES string: CNC(=O)[C@@H](Cc1c[nH]cn1)NC(=O)[C@@H](Cc1c[nH]c2ccccc12)NC(C)=O
- Energy relative to the best compared isomer or geometry (same formula, charge and spin): 389.1 kJ/mol
- Multiplicity: 1

These are the Löwdin partial charges, in e, on atoms 1 to 4: -0.05 0.02 -0.45 0.07

=====

[6]
2 unconnected molecules or ions with the total composition C20H24NO2 in a non-equilibrium geometry. Source: the Open Molecules 2025 dataset; level of theory: wB97M-V/def2-TZVPD.

Cartesian coordinates (Å):
C1 -6.1628 1.7437 -0.0719
C2 -5.3728 0.4572 -0.3615
C3 -3.9517 0.8336 -0.0998
C4 -3.9478 2.2026 0.2645
O1 -5.1724 2.7913 0.2855
C5 -2.7460 2.8487 0.5762
C6 -1.5703 2.1318 0.5034
C7 -1.5084 0.8029 -0.0634
C8 -0.3000 0.1483 -0.4736
C9 0.9842 0.8237 -0.3975
C10 2.1874 0.2121 0.0517
C11 3.3936 0.8795 -0.0580
C12 3.4358 2.2345 -0.4667
O2 4.6761 2.7873 -0.4267
C13 5.5981 1.7222 0.0540
C14 4.7831 0.4416 0.2650
C15 2.2658 2.8911 -0.8716
C16 1.0885 2.1766 -0.8537
C17 -2.7624 0.1401 -0.2404
H1 -6.7400 2.0965 -0.9376
H2 -6.8529 1.6333 0.7754
H3 -5.7105 -0.3464 0.2972
H4 -5.5057 0.1650 -1.4064
H5 -2.7858 3.8928 0.8774
H6 -0.6591 2.6128 0.8570
H7 -0.4521 -0.5843 -1.2656
H8 2.2177 -0.7449 0.5762
H9 6.3724 1.6061 -0.7117
H10 6.0476 2.0793 0.9873
H11 4.8695 0.0748 1.2953
H12 5.1307 -0.3490 -0.4145
H13 2.3225 3.9297 -1.1826
H14 0.1796 2.6907 -1.1693
H15 -2.7778 -0.9240 -0.4837
C18 1.4533 -4.0870 -0.6954
C19 0.9402 -3.3507 0.5317
C20 -0.0668 -4.2023 1.2795
N1 0.3321 -2.0503 0.1302
H16 2.0473 -4.9671 -0.4116
H17 0.6117 -4.4442 -1.3098
H18 2.0784 -3.4629 -1.3420
H19 1.7891 -3.1198 1.1984
H20 0.4199 -5.0852 1.7139
H21 -0.5563 -3.6507 2.0837
H22 -0.8559 -4.5600 0.5977
H23 0.1948 -1.4982 0.9856
H24 1.0381 -1.6227 -0.4717

Computed properties:
- Energy relative to the best compared isomer or geometry (same formula, charge and spin): 320.2 kJ/mol
- Charge: +1
- Multiplicity: 1

These are the Löwdin partial charges, in e, on atoms 1 to 4: -0.08 -0.08 -0.13 -0.18

=====

Number 1: electronic energy -47231.1087 eV, LUMO energy 0.53 eV, E_HOMO -8.353 eV. Number 2: electronic energy -58064.1539 eV, LUMO energy 0.55 eV, E_HOMO -9.200 eV. Number 3: electronic energy -49276.1160 eV, LUMO energy 0.43 eV, E_HOMO -8.448 eV. Number 4: electronic energy -33215.8883 eV, LUMO energy 0.56 eV, E_HOMO -8.382 eV. Number 5: electronic energy -36211.7548 eV, LUMO energy 0.68 eV, E_HOMO -7.705 eV. Number 6: electronic energy -26706.1476 eV, LUMO energy -5.07 eV, E_HOMO -11.361 eV.